104
Properties=species:S:1:pos:R:3:forces:R:3:mulliken_charge:R:1 method="wB97M-V/def2-TZVPD" homo_lumo_gap_ev="3.14 / 3.30" e_above_lowest_ev=6.6294 charge=0
Lu 0.10674 -0.02574 3.56603 2.089 -0.109 0.811 0.68
C -0.55433 3.99915 -0.68069 0.924 -0.728 1.801 -1.13
C -1.51430 3.90774 -1.83995 0.741 -0.101 -0.366 -0.70
C -1.70044 2.50061 -2.42253 -1.200 -0.036 -0.629 -0.67
Sb -2.87790 1.00953 -1.24096 -0.209 1.211 -0.193 0.77
C -3.72877 -0.04452 -2.89712 1.337 -0.884 -0.602 0.30
C -2.82064 -0.73518 -3.75644 -0.816 -0.158 0.096 -0.61
C -3.25558 -1.79485 -4.54154 -1.040 0.037 -0.050 -0.60
C -4.62215 -2.17501 -4.58089 0.127 0.166 0.286 -0.47
C -5.51711 -1.44980 -3.80500 -0.352 0.721 0.278 -0.57
C -5.05298 -0.41832 -2.94870 -0.992 0.135 -0.042 -0.22
C -4.70762 2.14817 -0.81617 0.819 -0.606 -0.508 0.21
C -5.40947 2.86315 -1.79365 0.641 0.084 -0.145 -0.21
C -6.70524 3.26565 -1.54946 -1.253 0.564 -0.620 -0.38
C -7.36669 3.00122 -0.34185 1.097 -0.037 0.573 -0.63
C -6.59916 2.41591 0.67541 0.407 -0.215 -0.812 -0.48
C -5.28707 1.91735 0.41190 -1.487 0.820 0.523 -0.53
Sb 1.55320 3.41736 -0.81403 -0.366 -0.970 0.171 0.75
C 2.45121 5.20078 0.13145 -0.694 -0.630 -0.941 0.23
C 3.41618 5.79975 -0.65994 -0.570 1.038 1.697 -0.45
C 3.84703 7.08788 -0.29797 1.014 -0.236 -0.740 -0.54
C 3.30390 7.71995 0.78700 -1.173 0.381 1.125 -0.45
C 2.32932 7.07626 1.58176 0.840 0.609 1.007 -0.52
C 1.93229 5.80514 1.31081 -0.172 -1.584 -1.640 -0.40
C 1.91944 3.25955 -2.97613 -0.170 -1.139 0.290 0.15
C 2.07169 1.99831 -3.60897 -0.567 0.372 0.530 -0.07
C 2.42091 1.92360 -4.97904 0.477 -0.989 1.586 -0.66
C 2.65980 3.07560 -5.67222 -0.001 1.186 -0.486 -0.40
C 2.34158 4.29469 -5.07185 -0.362 0.594 -1.593 -0.65
C 1.94534 4.38676 -3.76968 0.051 0.377 0.832 -0.24
H -0.86257 3.36301 0.20652 0.039 0.562 -0.947 0.33
H -0.40429 4.99750 -0.26541 -0.529 0.196 -0.235 0.67
H -1.11365 4.53186 -2.64334 -0.099 0.122 -0.075 0.34
H -2.41527 4.38434 -1.49445 -0.763 -0.001 -0.110 0.43
H -0.70740 2.05772 -2.51193 -0.033 -0.166 -0.316 0.18
H -2.19422 2.55577 -3.45323 0.776 -0.133 1.356 0.43
H -1.77423 -0.46668 -3.84888 0.043 0.104 0.334 0.42
H -2.55700 -2.32340 -5.16297 0.266 -0.121 -0.165 0.41
H -4.99595 -3.01957 -5.19154 0.484 0.671 0.334 0.34
H -6.61440 -1.59378 -3.85558 0.865 -0.228 0.025 0.34
H -5.77148 0.15987 -2.33463 0.320 -0.633 -0.384 0.22
H -4.88706 3.11058 -2.73378 -0.562 -0.173 0.414 0.29
H -7.27675 3.82511 -2.30999 0.487 -0.380 0.255 0.33
H -8.40790 3.31955 -0.17090 0.719 -0.158 -0.100 0.37
H -7.00100 2.35501 1.66661 -0.205 -0.316 0.364 0.41
H -4.75740 1.39580 1.20513 -0.040 0.061 -0.088 0.30
H 3.83178 5.28079 -1.48067 0.401 -0.271 -0.892 0.55
H 4.67559 7.52504 -0.86796 -0.483 0.079 0.209 0.34
H 3.51337 8.73341 1.13701 0.533 -0.297 -0.580 0.35
H 2.02895 7.53834 2.53343 -0.076 -0.024 -0.644 0.32
H 1.22489 5.22497 1.90458 0.117 0.429 0.072 0.47
H 1.79239 1.09102 -3.03581 0.709 0.492 -0.462 0.12
H 2.65359 0.93771 -5.37598 -0.290 0.203 -0.170 0.39
H 3.04831 3.14326 -6.69387 -0.276 -0.520 0.353 0.37
H 2.27284 5.16680 -5.73305 0.374 -0.151 0.451 0.33
H 1.63893 5.31153 -3.30394 0.195 0.411 -0.279 0.49
C 1.17725 -7.34675 4.53573 0.066 -0.041 -0.629 -0.50
C 0.53259 -6.17004 4.87265 -0.410 -0.591 0.842 -0.78
C 0.60663 -5.03581 4.06390 -0.068 0.165 0.755 -0.46
C 1.41154 -4.98903 2.93926 -0.495 -1.308 -1.349 0.37
C 1.90866 -6.25660 2.52662 0.995 0.479 -0.749 -0.64
C 1.82391 -7.40360 3.27454 -0.874 0.208 0.942 -0.65
P 1.55417 -3.46590 1.98459 2.322 -1.772 1.944 1.70
C 2.42990 -3.79871 0.43427 -0.648 -0.480 -0.944 0.47
C 1.69670 -3.68162 -0.80615 1.109 0.141 1.350 -0.48
C 2.35973 -3.94503 -1.98860 -0.641 -0.302 -0.431 -0.42
C 3.67553 -4.45422 -1.98182 -0.301 0.166 -0.672 -0.54
C 4.35994 -4.62000 -0.80143 1.314 -0.295 1.150 -0.62
C 3.75601 -4.26741 0.41558 -0.511 0.356 0.080 -0.33
C -0.04220 -2.84043 1.59405 -0.381 -0.259 0.495 -0.26
C -1.12035 -3.64467 1.15612 1.235 1.994 0.672 -0.31
C -2.35854 -3.06908 1.12816 -0.785 0.972 -0.526 -1.01
C -2.52005 -1.69874 1.43243 -0.046 -0.018 0.562 -0.97
C -1.42528 -0.92180 1.85747 -0.349 -1.847 -0.332 -0.12
C -0.15571 -1.54185 2.04152 -2.038 1.290 -2.037 0.39
H 1.12103 -8.22445 5.18245 -0.068 0.255 -0.257 0.37
H -0.11537 -6.18673 5.77811 0.644 0.327 -0.737 0.33
H 0.03812 -4.18560 4.34490 -0.500 0.531 0.225 0.41
H 2.45120 -6.33109 1.58704 -0.184 0.099 -0.044 0.30
H 2.10417 -8.35940 2.85263 0.412 0.076 0.083 0.40
H 0.65388 -3.33994 -0.80215 0.584 -0.129 -0.048 0.31
H 1.74955 -3.80273 -2.90747 0.909 -0.259 0.484 0.38
H 4.17571 -4.72441 -2.91105 -0.244 0.141 0.102 0.39
H 5.42770 -5.01974 -0.74629 -1.662 0.605 -0.370 0.31
H 4.31448 -4.33736 1.35472 -0.216 -0.031 -0.339 0.50
H -0.93605 -4.63475 0.87078 0.077 -1.394 -0.293 0.75
H -3.19674 -3.65767 0.76230 -0.047 0.226 0.266 0.45
H -3.52039 -1.27303 1.42568 0.110 -0.015 -0.218 0.52
H -1.56691 0.16553 2.05913 -0.388 -0.294 -0.197 0.33
F 4.10936 -1.45189 2.15867 0.778 0.258 -1.018 -0.38
C 3.64195 -1.92279 3.32997 -0.473 0.459 0.975 -0.61
C 2.29133 -2.38513 3.35744 -0.377 1.207 -2.228 1.93
C 1.60889 -2.18082 4.55626 2.580 -2.151 0.108 -1.81
F 0.19277 -1.93483 4.59914 -2.120 1.212 0.621 -0.59
C 2.32216 -1.96098 5.69298 -0.223 0.135 1.282 0.64
F 1.62888 -1.90030 6.88703 0.423 0.080 -0.066 -0.33
C 3.70359 -1.81502 5.69525 -1.966 0.648 0.438 0.12
F 4.33380 -1.75465 6.85762 0.970 -0.363 1.003 -0.34
C 4.34210 -1.63488 4.48291 0.560 -0.554 -2.280 0.47
F 5.61383 -1.12720 4.38365 -0.869 -0.069 0.362 -0.31
Cl -1.11158 1.68970 4.80844 -0.161 0.056 -0.165 -0.60
Si 0.99245 0.78473 0.45212 -0.420 0.454 0.014 0.80
Cl 2.19249 -0.48634 -0.62093 0.345 -0.121 -0.260 -0.25
Cl 2.24792 1.10677 2.24483 -0.084 0.118 0.473 -0.37



14
Properties=species:S:1:pos:R:3:forces:R:3:mulliken_charge:R:1 method="wB97M-V/def2-TZVPD" homo_lumo_gap_ev=8.29 e_above_lowest_ev=5.1685 charge=0
C -0.20200 0.30206 -0.14032 4.121 -0.427 -4.579 0.53
C -1.04571 0.52754 0.98452 -2.566 2.375 2.882 -0.72
H 2.15952 0.71757 -1.09274 -2.582 0.572 -2.377 0.25
H 1.76651 2.09421 -1.98942 -2.108 -2.797 0.656 0.30
H -0.42478 0.42283 1.96032 -1.739 -0.972 -1.224 0.32
H -1.30837 1.65816 1.10328 0.883 -1.755 -0.857 0.31
H -2.54095 -1.76476 0.06211 -0.839 3.808 1.478 0.14
H 0.84003 -1.41157 -1.35771 -0.863 1.696 1.536 0.34
H 1.31891 -1.71039 1.93067 -0.682 0.077 -1.878 0.12
N 1.27717 1.09227 -1.75793 4.478 1.521 2.266 -0.68
N 0.29010 1.33568 -0.76205 -1.063 -0.621 0.516 -0.26
N 0.30475 -1.06352 -0.51248 -0.162 -0.292 2.681 -0.29
S -2.92227 0.01389 0.70795 3.131 -3.915 -0.748 -0.17
S 0.48711 -2.21397 0.86379 -0.008 0.729 -0.352 -0.19